Entry 1:
DFT (wB97M-V/def2-TZVPD) results for 11 unconnected molecules or ions with the total composition C3H28N6O11 at a distorted geometry.

Charge ... 0
Spin multiplicity ... 1
Gap between HOMO and LUMO ... 9.04 eV
SMILES ... NC(N)=O.NC(N)=O.NC(N)=O.O.O.O.O.O.O.O.O
HOMO energy ... -9.29 eV
ΔE to the lowest compared entry with this formula, charge and spin ... 164.9 kJ/mol

Atoms and positions in Å:
N  0.409  1.167  -2.769
C  0.034  1.213  -4.019
N  -1.295  1.385  -4.117
O  0.731  1.035  -4.996
H  -0.293  1.412  -2.085
H  1.371  0.957  -2.545
H  -1.787  1.438  -4.998
H  -1.712  1.653  -3.238
N  -0.551  -3.150  0.307
C  0.522  -3.205  -0.404
N  1.196  -4.257  -0.029
O  0.925  -2.255  -1.123
H  -1.289  -2.557  -0.044
H  -0.758  -3.956  0.880
H  0.901  -4.920  0.674
H  2.135  -4.333  -0.391
N  2.462  3.109  -0.169
C  1.327  3.596  0.267
N  0.439  2.656  0.343
O  1.157  4.762  0.709
H  3.295  3.636  0.051
H  2.599  2.281  -0.732
H  -0.490  2.945  0.616
H  0.588  1.742  -0.061
O  -0.735  0.433  3.124
H  -0.646  0.107  4.020
H  -1.396  -0.133  2.727
O  -0.546  -0.232  0.374
H  -0.326  -0.214  1.305
H  -0.084  -0.997  0.033
O  -2.760  -1.220  2.303
H  -3.038  -1.134  1.391
H  -3.576  -1.229  2.803
O  -3.242  -1.751  -0.522
H  -3.157  -0.886  -0.923
H  -4.070  -2.092  -0.859
O  1.589  -1.209  2.244
H  2.016  -1.532  1.451
H  1.585  -0.257  2.144
O  -2.505  1.342  -1.272
H  -1.900  0.719  -0.869
H  -2.787  1.904  -0.551
O  3.306  -1.319  0.051
H  2.604  -1.581  -0.546
H  3.957  -0.903  -0.514
O  1.616  1.865  3.165
H  1.350  2.650  3.643
H  0.831  1.317  3.148

Force components x, y, z for each atom (eV/Å):
1.36 0.09 3.02
-0.62 -0.59 -3.25
-1.64 0.50 0.46
1.03 -0.09 -0.41
0.77 -0.16 0.31
-0.44 0.13 0.03
0.42 0.14 0.35
-0.94 -0.01 -0.66
-4.34 0.71 1.04
1.65 2.20 -0.34
3.83 -2.60 -0.87
-0.31 -1.17 0.17
-0.44 -0.20 0.47
-0.59 0.56 -0.14
0.10 0.32 -0.35
-0.08 -0.25 0.23
4.30 0.15 -1.30
-0.14 3.57 2.02
-3.92 -1.86 -0.14
0.40 -1.85 -0.88
-0.21 -0.01 -0.33
-0.36 0.22 0.41
0.15 -0.32 -0.12
-0.26 0.12 0.47
0.34 0.67 0.24
0.11 -0.20 0.24
-0.89 -0.52 -0.05
-0.67 0.74 -0.63
0.27 0.01 0.46
0.55 -0.23 -0.49
0.10 -0.03 0.38
-0.02 -0.21 -0.72
-0.16 0.02 0.27
0.12 -0.09 0.37
0.06 0.49 -0.35
-0.23 -0.21 -0.10
-0.67 -0.40 0.38
0.53 0.11 -0.09
0.40 0.30 0.06
-0.34 -0.07 -0.45
0.69 -0.36 0.58
-0.10 0.25 0.18
0.43 0.11 0.16
-0.70 -0.32 -0.62
0.28 0.09 0.03
0.68 -0.01 0.09
0.01 0.27 -0.02
-0.50 -0.01 -0.10

***

Entry 2:
DFT (wB97M-V/def2-TZVPD) results for a molecular structure, C50H74F7N10O5PS at a distorted geometry.

Charge ... 0
Spin multiplicity ... 1
Gap between HOMO and LUMO ... 6.25 eV
HOMO energy ... -7.74 eV
ΔE to the lowest compared entry with this formula, charge and spin ... 0.0 kJ/mol

Atoms and positions in Å:
C  -1.479  -1.723  -3.847
C  -1.751  -0.300  -4.360
O  -2.444  0.416  -3.333
C  -1.890  1.704  -3.143
C  -0.572  1.577  -2.345
C  -0.449  0.987  -1.152
S  -1.854  0.268  -0.243
O  -1.381  -0.009  1.090
O  -2.340  -0.951  -0.824
C  -3.178  1.564  -0.074
F  -4.148  1.472  -0.990
F  -2.569  2.764  -0.303
C  -3.807  1.672  1.349
F  -2.920  2.060  2.266
F  -4.706  2.686  1.267
C  -4.600  0.398  1.839
F  -3.923  -0.197  2.810
F  -4.927  -0.440  0.865
F  -5.758  0.830  2.376
C  0.960  0.931  -0.544
O  1.188  0.984  0.635
C  2.102  0.846  -1.545
C  3.277  0.169  -1.276
C  4.283  0.159  -2.246
P  5.924  -0.690  -1.990
N  6.961  0.504  -1.834
C  4.135  0.787  -3.481
C  2.949  1.465  -3.783
C  2.817  2.157  -5.141
C  3.223  3.663  -4.990
N  4.235  3.824  -3.927
C  1.957  1.494  -2.794
C  0.654  2.199  -3.036
O  0.495  3.202  -3.687
H  -2.448  -2.193  -3.634
H  -0.882  -1.653  -2.926
H  -0.894  -2.328  -4.557
H  -2.357  -0.278  -5.283
H  -0.781  0.160  -4.619
H  -2.591  2.427  -2.715
H  -1.643  2.085  -4.150
H  3.401  -0.350  -0.325
H  6.348  -1.403  -3.132
H  5.914  -1.524  -0.844
H  6.466  1.389  -1.903
H  4.940  0.770  -4.216
H  3.391  1.638  -5.917
H  1.741  2.153  -5.376
H  3.655  4.055  -5.922
H  2.364  4.303  -4.749
H  3.805  3.968  -3.021
H  4.840  4.606  -4.140
C  -3.946  1.616  5.569
C  -3.956  2.822  6.503
C  -2.736  2.864  7.428
C  -2.703  1.660  8.275
N  -2.676  0.712  8.928
H  -3.987  0.678  6.127
H  -4.814  1.639  4.908
H  -3.047  1.608  4.948
H  -4.871  2.805  7.099
H  -3.979  3.738  5.908
H  -2.775  3.748  8.070
H  -1.815  2.911  6.843
C  -2.817  7.485  -2.503
C  -4.191  6.883  -2.773
C  -4.139  5.372  -3.030
C  -3.307  5.088  -4.213
N  -2.657  4.868  -5.137
H  -2.154  7.373  -3.362
H  -2.905  8.552  -2.297
H  -2.344  7.010  -1.640
H  -4.638  7.388  -3.632
H  -4.840  7.074  -1.916
H  -5.143  4.985  -3.204
H  -3.720  4.851  -2.166
C  3.491  -5.609  -2.092
C  2.278  -4.855  -2.629
C  2.622  -3.936  -3.806
C  3.603  -2.922  -3.390
N  4.365  -2.122  -3.065
H  4.246  -4.926  -1.697
H  3.196  -6.271  -1.278
H  3.952  -6.217  -2.871
H  1.835  -4.268  -1.821
H  1.524  -5.575  -2.952
H  1.724  -3.429  -4.165
H  3.039  -4.512  -4.634
C  -2.718  -2.218  6.998
C  -1.309  -1.790  6.608
C  -0.529  -2.890  5.880
C  -0.386  -4.078  6.740
N  -0.274  -5.003  7.416
H  -2.705  -3.055  7.699
H  -3.240  -1.395  7.485
H  -3.295  -2.516  6.118
H  -0.768  -1.489  7.508
H  -1.369  -0.912  5.960
H  0.465  -2.532  5.610
H  -1.044  -3.181  4.962
C  -7.859  5.770  -3.118
C  -9.062  6.576  -3.590
C  -8.715  7.547  -4.723
C  -7.699  8.514  -4.273
N  -6.901  9.265  -3.921
H  -7.082  6.417  -2.705
H  -8.151  5.072  -2.333
H  -7.427  5.195  -3.941
H  -9.475  7.129  -2.744
H  -9.840  5.891  -3.935
H  -9.605  8.093  -5.039
H  -8.328  7.005  -5.587
C  1.508  -9.652  -1.696
C  2.182  -10.821  -2.406
C  3.687  -10.899  -2.128
C  4.357  -9.674  -2.596
N  4.873  -8.713  -2.962
H  1.903  -8.694  -2.039
H  0.436  -9.652  -1.897
H  1.650  -9.714  -0.615
H  2.010  -10.733  -3.481
H  1.715  -11.753  -2.082
H  4.123  -11.755  -2.644
H  3.874  -11.017  -1.060
C  10.879  -8.737  -2.558
C  9.534  -9.039  -3.211
C  8.513  -7.912  -3.026
C  8.256  -7.698  -1.587
N  8.069  -7.532  -0.463
H  10.783  -8.626  -1.477
H  11.581  -9.551  -2.740
H  11.313  -7.819  -2.961
H  9.137  -9.967  -2.794
H  9.686  -9.206  -4.280
H  7.575  -8.169  -3.519
H  8.884  -6.984  -3.464
C  -0.335  6.966  11.488
C  -0.367  5.442  11.468
C  -0.313  4.863  10.050
C  -1.470  5.322  9.263
N  -2.379  5.680  8.654
H  -1.203  7.392  10.983
H  -0.346  7.332  12.515
H  0.566  7.346  11.003
H  -1.273  5.097  11.970
H  0.481  5.058  12.038
H  -0.325  3.773  10.086
H  0.602  5.175  9.543

Force components x, y, z for each atom (eV/Å):
-0.12 0.35 -0.09
0.37 -0.68 -0.09
0.01 0.47 0.04
0.85 -0.11 -1.06
-0.56 0.36 -0.53
0.00 0.32 -0.27
1.62 -3.07 1.43
-0.22 1.56 0.07
-0.59 1.06 -1.18
0.21 1.34 -0.42
0.07 -0.55 0.23
0.08 -0.24 0.32
-0.62 0.17 0.07
0.21 -0.40 -0.25
0.09 -0.19 -0.43
-0.64 0.75 0.91
0.07 -0.40 -0.44
0.59 -0.06 -0.04
0.20 -0.14 -0.04
0.39 -0.18 0.21
-0.22 -0.10 -0.19
-0.60 0.32 -0.79
0.07 0.11 0.21
0.64 -0.70 0.12
1.51 3.30 -0.43
-0.49 -0.39 0.21
-0.45 0.18 0.40
0.52 -0.09 -0.35
-0.84 0.69 1.04
0.37 0.27 0.31
0.25 -0.04 -0.52
-0.74 0.20 -0.23
0.09 -0.58 0.91
-0.05 -0.19 -0.06
0.45 -0.11 0.07
-0.35 -0.07 -0.15
-0.40 0.25 -0.01
0.11 -0.12 0.33
-0.29 0.14 0.22
-0.01 -0.48 0.15
0.04 0.35 0.54
0.00 0.15 -0.20
-0.01 -0.20 0.65
-0.57 -0.41 -0.55
0.34 0.06 0.21
-0.16 -0.05 0.20
-0.06 0.12 0.32
0.44 -0.12 -0.46
-0.13 -0.33 0.18
-0.08 -0.54 -0.34
0.07 0.08 -0.10
-0.07 0.01 0.22
-0.06 0.03 -0.01
-0.11 -0.17 -0.27
-0.38 -0.21 0.19
0.24 -0.03 0.06
-0.02 0.30 -0.16
0.05 0.02 0.01
0.03 0.00 -0.01
-0.01 -0.02 0.01
0.07 0.08 0.07
0.06 0.05 0.11
-0.04 -0.45 -0.27
0.02 -0.04 0.04
0.00 0.03 0.01
0.15 0.22 0.08
0.15 0.27 -0.25
0.00 -0.29 -0.02
-0.21 0.07 0.29
-0.01 -0.06 0.02
-0.01 -0.03 0.03
0.02 0.01 -0.02
-0.09 -0.07 0.03
-0.06 -0.08 -0.04
0.06 -0.10 -0.03
0.04 -0.03 -0.04
-0.03 0.03 -0.06
0.12 -0.21 0.30
-0.01 0.07 0.26
0.10 0.20 -0.25
-1.64 -2.35 -0.41
-0.01 0.00 -0.03
0.03 -0.02 -0.03
0.03 -0.03 0.07
-0.07 0.06 -0.11
-0.04 0.11 -0.10
0.08 0.09 -0.04
0.06 0.05 0.01
-0.08 0.03 -0.03
-0.25 0.10 0.12
-0.04 0.00 0.35
0.13 -0.18 -0.12
-0.06 0.31 -0.19
0.03 -0.02 -0.05
0.02 -0.02 0.01
0.02 -0.03 0.01
0.06 0.00 -0.06
0.10 -0.04 -0.04
0.02 -0.10 -0.03
0.02 -0.05 0.01
-0.02 -0.05 0.06
0.07 -0.21 0.15
0.07 0.10 0.35
0.07 0.17 -0.23
-0.24 -0.29 -0.04
-0.02 0.04 -0.06
0.01 -0.02 -0.04
-0.01 0.00 0.01
-0.04 0.05 -0.08
-0.02 0.09 -0.07
0.07 0.06 -0.05
0.04 0.05 0.00
-0.04 -0.01 -0.02
-0.26 0.14 0.06
-0.14 0.22 -0.22
0.26 -0.01 0.07
-0.15 -0.30 0.03
0.06 -0.03 0.03
0.01 -0.01 0.04
-0.01 0.03 -0.02
0.08 -0.08 0.00
0.11 -0.04 -0.03
0.09 0.05 0.02
0.05 0.05 -0.01
0.02 -0.06 -0.01
0.30 -0.05 0.01
0.03 -0.28 0.36
-0.19 0.23 -0.12
0.08 -0.11 -0.35
-0.04 0.05 -0.02
0.01 0.04 -0.02
0.01 -0.01 0.03
-0.09 0.04 -0.05
-0.11 0.03 0.00
-0.08 0.10 0.12
-0.01 0.03 0.08
-0.01 0.00 0.02
0.01 0.26 0.19
-0.29 0.09 0.13
0.06 0.16 -0.13
0.41 0.14 0.39
0.03 -0.03 -0.04
0.04 0.00 -0.02
-0.02 0.02 0.01
0.03 -0.10 -0.06
-0.02 -0.10 -0.08
-0.03 0.00 -0.11
-0.04 0.01 -0.06

***

Entry 3:
DFT (wB97M-V/def2-TZVPD) results for a single C3H6ClO3PS molecule at a distorted geometry.

Charge ... 0
Spin multiplicity ... 1
Gap between HOMO and LUMO ... 9.68 eV
SMILES ... COC(=O)[P@](=S)(Cl)OC
HOMO energy ... -9.25 eV
ΔE to the lowest compared entry with this formula, charge and spin ... 15.6 kJ/mol

Atoms and positions in Å:
C  1.944  -1.727  -0.809
O  0.596  -1.346  -0.812
C  0.346  -0.060  -0.749
O  1.097  0.863  -0.595
P  -1.533  0.107  -1.046
S  -2.674  -1.432  -0.530
Cl  -1.372  0.829  -2.882
O  -1.980  1.479  -0.426
C  -2.062  1.554  0.994
H  2.085  -2.241  -1.722
H  2.217  -2.473  0.036
H  2.572  -0.803  -0.857
H  -3.088  1.360  1.370
H  -1.650  2.459  1.296
H  -1.466  0.662  1.472

Force components x, y, z for each atom (eV/Å):
2.08 -0.29 1.07
-0.44 -0.25 0.41
-1.17 0.73 0.34
-0.25 -0.46 -0.05
-0.84 -1.58 0.81
1.31 1.49 -0.80
-0.16 -0.23 -1.19
0.00 0.63 0.54
-0.11 -3.81 1.17
0.30 -0.72 -0.96
-0.69 1.65 -1.14
-0.27 -1.00 0.54
0.46 0.52 -0.53
0.53 1.58 0.55
-0.76 1.73 -0.75

***

Entry 4:
DFT (wB97M-V/def2-TZVPD) results for a molecular structure, C14H9BrF6N2O4PdS2.

Charge ... +2
<S²> ... 6.04
Spin multiplicity ... 5
Gap between HOMO and LUMO (spin up / spin down) ... 8.54 / 5.61 eV
HOMO energy (spin up / spin down) ... -16.21 / -16.34 eV
ΔE to the lowest compared entry with this formula, charge and spin ... 20.3 kJ/mol

Atoms and positions in Å:
Pd  0.050  0.859  0.166
Br  -2.418  -0.004  -0.580
C  -2.353  -1.737  0.115
C  -3.476  -2.567  0.026
C  -3.425  -3.829  0.581
C  -2.265  -4.287  1.223
C  -1.121  -3.474  1.309
C  0.069  -3.906  1.918
C  1.206  -3.095  1.946
C  1.195  -1.827  1.365
C  0.000  -1.420  0.806
C  -1.164  -2.172  0.728
H  -4.373  -2.217  -0.467
H  -4.289  -4.478  0.523
H  -2.249  -5.284  1.646
H  0.108  -4.892  2.365
H  2.118  -3.461  2.400
H  2.092  -1.222  1.333
F  4.324  0.037  -3.039
C  3.137  -0.513  -3.146
F  3.181  -1.792  -2.811
F  2.655  -0.367  -4.360
S  1.997  0.298  -1.931
O  2.570  0.120  -0.612
O  0.670  -0.292  -2.025
N  2.010  1.812  -2.416
S  1.154  2.735  -1.503
O  -0.287  2.336  -1.471
O  1.597  2.826  -0.117
C  1.387  4.388  -2.337
F  2.653  4.694  -2.191
F  1.055  4.289  -3.600
F  0.615  5.253  -1.709
C  -1.561  4.261  2.901
C  -1.120  3.100  2.151
N  -0.756  2.191  1.560
H  -1.437  4.062  3.965
H  -2.607  4.465  2.677
H  -0.942  5.111  2.612

Force components x, y, z for each atom (eV/Å):
-0.27 0.56 -0.36
-0.07 -0.02 -0.05
0.09 -0.15 0.09
-0.02 0.10 -0.04
0.00 -0.06 0.02
0.02 0.00 0.01
-0.06 0.02 -0.05
-0.05 -0.05 0.01
0.12 0.08 -0.01
-0.07 -0.17 0.04
0.14 -0.07 -0.13
0.01 0.11 -0.02
0.00 0.00 0.01
-0.01 0.02 -0.01
0.03 0.00 0.01
-0.01 0.00 -0.01
-0.01 0.00 0.00
0.00 0.01 0.01
-0.02 0.01 0.01
-0.09 0.03 -0.14
-0.01 -0.01 0.01
0.00 0.00 -0.01
0.49 -0.06 0.26
0.09 0.02 -0.02
-0.27 -0.13 0.10
-0.10 -0.07 0.04
0.53 -0.07 0.09
-0.23 -0.08 -0.08
0.02 -0.09 0.01
-0.19 0.01 0.03
0.01 0.03 -0.03
-0.01 -0.01 -0.01
-0.01 -0.02 0.02
0.08 -0.08 -0.01
0.03 0.00 0.00
-0.08 0.05 0.17
-0.03 0.04 0.01
0.00 0.02 0.01
-0.03 0.03 0.02